No. 1
48
Properties=species:S:1:pos:R:3 method="wB97M-V/def2-TZVPD" spin_multiplicity=1 total_charge=0 total_energy_ha=-1779.2905 gap_ev=5.426
C 0.5951 3.0491 1.7258
C 0.0439 3.1609 0.2003
C -1.0832 2.0341 -0.1272
Cl -1.4709 1.9687 -1.9221
C -0.7787 0.6152 0.5260
C -1.7820 -0.1536 1.4358
C -3.2850 0.3006 1.8387
C -4.2578 -0.6064 0.8882
C -4.1007 -0.2008 -0.6588
F -3.0254 -0.9067 -1.3229
N -1.0901 -1.3644 1.8270
C 0.2280 -1.4519 1.2517
C 1.1938 -2.6891 1.5278
C 2.5546 -2.1494 2.2571
O 3.6881 -2.6537 1.5089
N 0.3789 -0.2644 0.4700
C 1.6246 0.0287 -0.3416
C 1.3394 -0.6417 -1.7991
C 2.5779 -0.4974 -2.8108
C 2.2584 0.6981 -3.8304
O 2.9165 0.7103 -4.9146
O 1.2653 1.7194 -3.6415
H -0.2766 3.1247 2.4785
H 1.2120 2.0932 1.8886
H 1.2627 3.9747 1.8911
H -0.4464 4.2070 0.1338
H 0.8912 3.0832 -0.5781
H -2.0431 2.4220 0.3892
H -3.4890 1.3932 1.5857
H -3.4264 0.0768 2.9486
H -3.8976 -1.7039 0.9742
H -5.3440 -0.6091 1.2456
H -3.8853 0.9308 -0.7293
H -5.0508 -0.3976 -1.2795
H -1.5085 -2.0699 2.4469
H 0.6850 -3.4323 2.2546
H 1.4881 -3.2008 0.5335
H 2.4927 -0.9923 2.2449
H 2.6125 -2.4582 3.3629
H 3.7915 -2.1525 0.6587
H 2.5484 -0.4506 0.1624
H 1.8409 1.1476 -0.4019
H 1.1388 -1.7580 -1.5812
H 0.3672 -0.1488 -2.1785
H 2.5927 -1.4897 -3.4654
H 3.6022 -0.4364 -2.3128
H 0.3969 1.3605 -3.9583
I 2.6543 -3.2194 -2.8020

No. 2
56
Properties=species:S:1:pos:R:3 method="wB97M-V/def2-TZVPD" spin_multiplicity=1 total_charge=-1 total_energy_ha=-1938.2059 de_lowest_kcal_mol=0.0 gap_ev=7.617
O -0.6861 2.9821 1.3911
C -1.6717 2.2804 0.7241
O -1.2744 1.2326 0.1175
O -2.8539 2.6815 0.7957
H 0.0673 2.3976 1.1990
C -3.7480 -0.2388 1.5461
O -3.4900 -1.0202 0.4174
C -3.8619 -2.3673 0.5466
C -3.0068 -3.0834 -0.4842
O -3.3537 -2.5530 -1.7394
C -2.6388 -3.0808 -2.8033
C -2.5350 -2.0034 -3.8991
O -2.2380 -0.7412 -3.3902
C -0.9274 -0.6282 -2.8409
H -4.8306 -0.2542 1.7502
H -3.4752 0.8102 1.4429
H -3.2686 -0.5794 2.4767
H -4.9192 -2.5029 0.2948
H -3.6520 -2.7689 1.5441
H -3.1608 -4.1750 -0.5152
H -1.9478 -2.9778 -0.2135
H -2.9669 -4.0392 -3.2236
H -1.5727 -3.1947 -2.5431
H -3.4688 -1.8464 -4.4536
H -1.8805 -2.3681 -4.7078
H -0.8247 -1.0972 -1.8611
H -0.7609 0.4432 -2.7904
H -0.1953 -1.0873 -3.5187
C 0.7711 -1.9950 0.8641
C 1.2595 -0.5902 1.1252
O 2.6583 -0.4426 0.8233
C 3.0224 -0.2553 -0.4233
O 2.2810 -0.0837 -1.3350
C 4.5633 -0.2104 -0.5858
F 4.9181 -1.1565 -1.4576
F 4.8809 0.9874 -1.0837
F 5.2485 -0.3851 0.5308
H 0.6951 -2.2562 -0.1892
H -0.1774 -2.0558 1.3999
H 1.4770 -2.6995 1.3147
H 1.1640 -0.3713 2.1895
H 0.6250 0.1499 0.6308
C 1.9096 3.0906 -0.7560
C 2.1807 3.7320 0.5813
O 2.7605 2.7250 1.4395
C 2.5974 2.9065 2.7460
O 1.8568 3.6976 3.2405
C 3.5110 2.0553 3.6764
F 2.7636 1.5634 4.6626
F 4.0926 1.0217 3.0594
F 4.4631 2.8504 4.1736
H 1.2828 2.2038 -0.7049
H 2.8657 2.8927 -1.2517
H 1.4052 3.8183 -1.3967
H 1.1822 4.0268 0.9125
H 2.8845 4.5598 0.5520

No. 3
45
Properties=species:S:1:pos:R:3 method="wB97M-V/def2-TZVPD" spin_multiplicity=3 total_charge=+3 total_energy_ha=-1489.9523 de_lowest_kcal_mol=0.0 gap_ev="7.126 / 6.909"
W 0.0393 0.0952 -0.0692
C 1.0014 0.1693 3.3988
P -0.3530 -0.3743 2.3445
C -1.8594 0.4478 2.9001
C -0.5081 -2.1663 2.3784
C -0.2547 -2.8572 3.5589
C -0.4172 -4.2375 3.6054
C -0.8175 -4.9337 2.4737
C -1.0587 -4.2575 1.2828
C -0.9147 -2.8750 1.2264
P -1.2803 -2.0035 -0.3043
C -0.7892 -2.9860 -1.7308
C -3.0360 -1.6220 -0.4653
H 0.7465 -0.0428 4.4399
H 1.1325 1.2483 3.3002
H 1.9260 -0.3466 3.1424
H -2.0329 0.1581 3.9403
H -2.7249 0.1515 2.3094
H -1.7333 1.5311 2.8522
H 0.0636 -2.3355 4.4529
H -0.2286 -4.7671 4.5299
H -0.9418 -6.0078 2.5132
H -1.3638 -4.8222 0.4106
H -1.4265 -3.8718 -1.7868
H 0.2519 -3.2965 -1.6509
H -0.9406 -2.4075 -2.6438
H -3.5815 -2.5694 -0.4957
H -3.2177 -1.0806 -1.3956
H -3.4029 -1.0385 0.3778
C 4.5707 -1.2693 -2.5293
C 4.4229 -0.1478 -1.4748
C 5.3779 -0.3626 -0.2763
C 4.6308 1.2529 -2.1116
C 3.0708 -0.1758 -0.9760
N 1.9761 -0.1885 -0.5782
H 5.5931 -1.2177 -2.9024
H 3.8956 -1.1240 -3.3715
H 4.4179 -2.2560 -2.0938
H 6.3919 -0.3215 -0.6729
H 5.2332 -1.3380 0.1863
H 5.2742 0.4244 0.4696
H 5.6533 1.2685 -2.4884
H 4.5241 2.0513 -1.3788
H 3.9558 1.4216 -2.9494
F -0.8964 1.5329 -0.6280

No. 4
50
Properties=species:S:1:pos:R:3 method="wB97M-V/def2-TZVPD" spin_multiplicity=1 total_charge=0 smiles="CNC[C@H]1OS(=O)(=O)O[C@@]1(CCCC(=O)O)P(C)C.c1ccncc1" total_energy_ha=-1887.0289 gap_ev=8.925
C -2.8786 -0.3608 -2.2168
N -2.5107 0.7712 -3.0670
C -1.8536 1.8614 -2.3817
C -0.4690 1.4900 -1.8601
O 0.2791 1.1093 -3.0605
S 1.3169 2.2006 -3.5424
O 2.5903 1.5663 -3.6176
O 0.8926 2.9268 -4.6846
O 1.1824 3.1372 -2.2643
C 0.4069 2.5564 -1.2083
C 1.3913 2.0126 -0.1646
C 2.2524 0.8179 -0.6052
C 2.7012 0.0014 0.6186
C 1.7638 -1.1541 0.8253
O 0.5620 -1.0970 0.6619
O 2.3444 -2.3290 1.2454
P -0.7174 3.8117 -0.3440
C 0.3622 4.8977 0.6673
C -1.5308 2.7665 0.9294
H -2.6250 -0.1493 -1.1791
H -3.9516 -0.5237 -2.2313
H -2.3669 -1.2824 -2.4755
H -1.9812 0.4807 -3.8721
H -1.7661 2.6955 -3.0726
H -2.5206 2.2064 -1.6012
H -0.4948 0.5657 -1.2927
H 0.8799 1.7825 0.7641
H 2.0692 2.8305 0.0653
H 3.1280 1.1973 -1.1162
H 1.7304 0.1976 -1.3219
H 2.6511 0.6522 1.4874
H 3.7378 -0.3089 0.5585
H 3.1495 -2.4494 0.7350
H 0.9222 5.5691 0.0329
H 1.0217 4.3168 1.3077
H -0.3081 5.4522 1.3131
H -2.0166 1.9096 0.4849
H -0.8722 2.4580 1.7377
H -2.2999 3.4017 1.3568
N -1.5885 -5.1563 1.7253
C -0.5439 -4.3361 1.8320
C 0.3768 -4.3957 2.8681
C 0.2007 -5.3574 3.8492
C -0.8811 -6.2180 3.7541
C -1.7407 -6.0756 2.6758
H -0.4424 -3.5940 1.0486
H 1.2051 -3.7051 2.9001
H 0.8961 -5.4362 4.6753
H -1.0563 -6.9834 4.4978
H -2.5982 -6.7301 2.5621

| no. | F_max (Eh/bohr) |
| --- | --- |
| 1 | 0.1096 |
| 2 | 0.0557 |
| 3 | 0.0019 |
| 4 | 0.0389 |